No. 1
Molecular formula: C2H10N
Method: DFT, ωB97M-V with the def2-TZVPD basis set

Geometry as XYZ:
```
13
C2H10N ωB97M-V with the def2-TZVPD basis set
N -2.08 0.08 -0.15
C 1.39 0.72 0.06
C 1.24 -0.80 0.17
H 0.46 -1.09 0.87
H 2.14 -1.35 0.43
H -2.46 1.03 -0.10
H -1.06 0.17 -0.11
H 1.65 1.07 1.05
H -2.37 -0.28 -1.07
H 0.48 1.24 -0.28
H -2.51 -0.50 0.59
H 0.97 -1.27 -0.79
H 2.16 0.98 -0.66
```

For the energy relative to the best compared isomer or geometry (same formula, charge and spin), the calculation gives 3.5 kcal per mole. As for the charge: +1. The calculation puts the LUMO energy at -4.376 eV.

These are the natural (NBO) partial charges, in e, on atoms 1 to 8:
1. N -0.874
2. C -0.606
3. C -0.633
4. H 0.176
5. H 0.253
6. H 0.457
7. H 0.475
8. H 0.230


No. 2
Molecular formula: C3H3N3OS
Method: DFT, ωB97M-V with the def2-TZVPD basis set

Geometry as XYZ:
```
11
C3H3N3OS ωB97M-V with the def2-TZVPD basis set
S -2.99 2.12 -2.61
O -3.01 1.45 -3.89
N -0.84 -0.35 -2.29
N -1.84 1.43 -0.23
N 0.15 0.24 -0.12
C -2.05 1.47 -1.47
C -0.85 0.98 0.46
C -0.15 -0.57 -1.30
H 0.37 -1.52 -1.41
H 0.97 0.06 0.48
H -0.97 1.16 1.52
```

For the energy relative to the best compared isomer or geometry (same formula, charge and spin), the calculation gives 139.4 kcal per mole. As for the charge: 0. The calculation puts the LUMO energy (spin up / spin down) at -0.909 / -0.909 eV.

These are the natural (NBO) partial charges, in e, on atoms 1 to 8:
1. S 1.130
2. O -0.871
3. N -0.395
4. N -0.511
5. N -0.609
6. C 0.008
7. C 0.319
8. C 0.113


No. 3
Molecular formula: C4H13N3
Method: DFT, ωB97M-V with the def2-TZVPD basis set

Geometry as XYZ:
```
20
C4H13N3 ωB97M-V with the def2-TZVPD basis set
N -2.97 0.24 -0.81
N 2.94 -0.44 1.25
N -0.14 0.93 -1.36
C -0.55 0.22 -0.26
C -1.81 -0.17 0.01
C 1.77 -0.70 0.29
C 0.48 -0.07 0.81
H 0.80 1.26 -1.31
H -2.07 -0.70 0.90
H 2.12 -0.23 -0.63
H 0.71 0.85 1.35
H -3.37 -0.57 -1.28
H 1.79 -1.74 0.00
H -0.70 1.27 -2.11
H -3.76 0.61 -0.26
H 2.61 -0.51 2.22
H 0.00 -0.75 1.50
H 3.61 -1.21 1.16
H -2.71 0.95 -1.48
H 3.43 0.44 1.06
```

For the energy relative to the best compared isomer or geometry (same formula, charge and spin), the calculation gives 25.1 kcal per mole. As for the charge: +2. The SMILES is N/C(=C\[NH3+])CC[NH3+]. The calculation puts the LUMO energy at -6.530 eV.

These are the natural (NBO) partial charges, in e, on atoms 1 to 8:
1. N -0.668
2. N -0.672
3. N -0.786
4. C 0.239
5. C -0.202
6. C -0.220
7. C -0.467
8. H 0.403


No. 4
Molecular formula: C5H9CdNaO4
Method: DFT, ωB97M-V with the def2-TZVPD basis set

Geometry as XYZ:
```
20
C5H9CdNaO4 ωB97M-V with the def2-TZVPD basis set
Cd 3.39 -0.09 -0.86
Na -0.94 1.85 -0.38
O -1.85 -0.28 -0.57
O 4.35 -0.57 0.63
O 1.02 2.97 -0.24
O 0.58 0.37 0.51
C -3.25 -0.51 -0.60
C 0.35 -0.94 0.05
C 1.95 2.25 0.18
C -1.13 -1.23 0.19
C 1.90 0.87 0.48
H 2.73 0.45 1.42
H 0.92 -1.69 0.63
H -3.47 -1.48 -1.08
H -1.44 -1.18 1.25
H 0.64 -1.04 -1.01
H -1.34 -2.25 -0.18
H 2.95 2.71 0.34
H -3.71 0.30 -1.18
H -3.67 -0.51 0.42
```

As for the charge: 0. The calculation puts the LUMO energy (spin up / spin down) at -0.759 / -0.759 eV.

These are the natural (NBO) partial charges, in e, on atoms 1 to 8:
1. Cd 1.319
2. Na 0.936
3. O -0.591
4. O -1.443
5. O -0.786
6. O -0.615
7. C -0.253
8. C -0.085


No. 5
Molecular formula: C32H26CrN6O4
Method: DFT, ωB97M-V with the def2-TZVPD basis set

Geometry as XYZ:
```
69
C32H26CrN6O4 ωB97M-V with the def2-TZVPD basis set
Cr -0.29 0.24 0.22
O 0.73 1.65 -0.88
O -1.01 -0.91 1.79
O -3.24 3.18 0.52
O -2.47 -2.01 3.10
N 1.39 -0.68 0.13
N -2.28 -1.32 -0.28
N 0.63 0.97 1.97
N -2.11 4.44 -1.00
N -1.22 2.41 -0.19
N -0.46 -0.69 -1.75
C 2.11 1.61 4.22
C -1.33 2.20 2.81
C 2.29 -0.49 1.12
C -3.22 5.37 -1.10
C -2.73 -1.42 -1.51
C 3.54 -1.07 1.05
C 0.05 3.77 -1.72
C -4.70 -1.79 -3.03
C -3.17 1.16 -2.35
C -2.24 3.30 -0.16
C -1.48 -2.09 -3.54
C -1.69 -0.99 -2.53
C -2.93 -1.79 0.77
C 3.89 -1.79 -0.08
C -0.12 2.59 -0.93
C -0.98 4.64 -1.73
C 0.10 1.75 2.92
C 2.61 0.72 3.28
C 1.84 0.42 2.17
C 0.85 -2.27 -3.04
C 0.67 -1.39 -2.01
C -4.34 -1.05 -4.17
C -3.28 -0.19 -4.36
C 0.84 2.11 4.04
C 3.00 -1.87 -1.13
C -0.29 -2.64 -3.81
C -2.33 0.25 -3.28
C 1.73 -1.30 -1.01
C -2.11 -1.57 2.02
C -4.03 -1.90 -1.77
C -4.69 -2.48 -0.66
C -4.14 -2.45 0.61
H -0.20 -3.41 -4.57
H 2.69 1.87 5.09
H -3.79 5.20 -2.02
H 3.28 -2.38 -2.04
H 3.58 0.27 3.41
H 0.95 3.92 -2.29
H 1.79 -2.78 -3.20
H -5.65 -2.31 -3.09
H -2.85 6.40 -1.09
H -3.23 2.17 -2.77
H -4.63 -2.89 1.46
H -1.79 2.13 3.79
H -3.17 0.26 -5.33
H -4.19 0.79 -2.26
H -1.51 0.83 -3.71
H 0.39 2.75 4.79
H -1.89 1.60 2.11
H -3.87 5.21 -0.25
H -0.96 5.55 -2.33
H -1.39 3.24 2.48
H -2.36 -2.45 -4.05
H -5.66 -2.94 -0.82
H -2.74 1.21 -1.36
H 4.86 -2.26 -0.16
H -5.00 -1.17 -5.03
H 4.24 -0.95 1.87
```

Its spin multiplicity is 5. Its expectation value of S² is 6.09. For the energy relative to the best compared isomer or geometry (same formula, charge and spin), the calculation gives 69.8 kcal per mole. As for the charge: 0. The calculation puts the LUMO energy (spin up / spin down) at -0.569 / -0.793 eV.

These are the natural (NBO) partial charges, in e, on atoms 1 to 8:
1. Cr 1.446
2. O -0.665
3. O -0.780
4. O -0.642
5. O -0.625
6. N -0.478
7. N -0.467
8. N -0.440


No. 6
Molecular formula: H6O3
Method: DFT, ωB97M-V with the def2-TZVPD basis set

Geometry as XYZ:
```
9
H6O3 ωB97M-V with the def2-TZVPD basis set
O 0.19 -0.09 -0.66
O 1.30 -2.16 0.66
O -1.33 1.88 -0.08
H 0.77 -2.04 -0.13
H -1.28 2.36 0.75
H 2.11 -2.56 0.35
H -0.44 0.60 -0.45
H -2.27 1.87 -0.29
H 0.97 0.13 -0.15
```

Its spin multiplicity is 2. Its expectation value of S² is 0.75. For the energy relative to the best compared isomer or geometry (same formula, charge and spin), the calculation gives 7.3 kcal per mole. As for the charge: -1. The calculation puts the LUMO energy (spin up / spin down) at 3.626 / 3.608 eV.

These are the natural (NBO) partial charges, in e, on atoms 1 to 8:
1. O -1.035
2. O -0.959
3. O -1.495
4. H 0.497
5. H 0.284
6. H 0.447
7. H 0.499
8. H 0.309